--- i ---
C2H4NO3S2 | the ωB97M-V functional and the def2-TZVPD basis

Summary:
HOMO (alpha / beta) (hartree): -0.1110 / -0.1110
HOMO-LUMO gap (alpha / beta) (eV): 6.42 / 6.42
LUMO level (alpha / beta) (eV): 3.40 / 3.40
Net charge: -1

Last column: Mulliken charge in e.
Positions of all 12 atoms, in Å:
O1 1.82 0.98 -1.93  -0.500
N1 -1.58 0.72 0.13  -0.535
H1 0.89 -2.09 1.97  0.115
S1 0.81 -0.01 -1.81  0.686
C1 0.73 0.20 0.89  -0.518
C2 -0.65 -0.21 0.72  0.324
H2 -2.46 0.22 0.18  0.260
O2 -1.09 -1.25 1.21  -0.706
H3 -1.30 1.15 -0.74  0.320
H4 1.45 0.95 0.39  0.407
O3 -0.42 0.52 -2.43  -0.578
S2 1.78 -1.18 1.42  -0.276

--- ii ---
C2H4NO3S2 | the ωB97M-V functional and the def2-TZVPD basis

Summary:
HOMO (hartree): -0.1328
HOMO-LUMO gap (eV): 7.07
LUMO level (eV): 3.45
Net charge: -1

Last column: Mulliken charge in e.
Positions of all 12 atoms, in Å:
O1 0.29 1.10 0.30  -0.600
O2 -0.36 2.33 -2.05  -0.522
H1 2.13 -0.39 -0.10  0.302
C1 -0.64 -0.72 1.36  -0.225
S1 -2.03 0.31 1.71  -0.319
N1 1.44 -1.01 0.27  -0.638
O3 0.64 0.07 -2.19  -0.575
H2 -0.64 -1.84 1.43  0.305
H3 -1.93 1.13 0.61  0.105
C2 0.31 -0.20 0.59  0.311
S2 -0.36 0.99 -1.58  0.586
H4 1.16 -1.76 -0.34  0.270

Each structure's energy above the most stable one, in eV: i 0.382; ii 0.000.

--- i ---
C10H10N2 | the ωB97M-V functional and the def2-TZVPD basis

Summary:
HOMO (hartree): -0.3459
HOMO-LUMO gap (eV): 10.02
SMILES string: c1ccncc1.c1ccncc1
LUMO level (eV): 0.60

Last column: Mulliken charge in e.
Positions of all 22 atoms, in Å:
H1 5.58 0.85 -1.01  0.369
H2 -2.11 1.60 0.72  0.304
C1 4.64 0.45 -0.66  -0.383
H3 4.21 1.96 0.63  0.364
H4 -3.93 -2.29 1.03  0.346
N1 -4.54 -1.08 -0.64  -0.555
C2 4.23 -0.82 -1.11  -0.208
C3 -4.53 0.21 -1.20  -0.220
H5 1.95 -1.49 1.12  0.419
C4 2.88 0.29 0.89  -0.444
H6 -5.15 0.18 -1.97  0.528
N2 3.12 -1.42 -0.58  -0.575
H7 2.40 0.64 1.75  0.388
C5 -3.06 -0.32 1.10  -0.215
C6 2.54 -0.96 0.46  -0.138
C7 -3.66 1.12 -0.76  -0.304
H8 -2.53 -0.29 2.12  0.267
C8 -3.87 -1.30 0.57  -0.267
C9 -2.84 0.86 0.29  -0.059
H9 -3.96 2.22 -1.20  0.174
C10 3.89 0.99 0.33  -0.166
H10 4.74 -1.40 -1.86  0.374

--- ii ---
C10H10N2 | the ωB97M-V functional and the def2-TZVPD basis

Summary:
HOMO (hartree): -0.3256
HOMO-LUMO gap (eV): 9.44
SMILES string: c1ccncc1.c1ccncc1
LUMO level (eV): 0.58

Last column: Mulliken charge in e.
Positions of all 22 atoms, in Å:
N1 -3.45 -0.97 0.10  -0.579
H1 -0.93 1.81 -0.87  0.225
H2 -3.11 2.38 0.64  0.401
H3 1.48 -0.95 2.28  0.364
H4 2.93 0.51 -2.21  0.370
C1 1.89 -0.64 1.31  -0.572
C2 -2.33 -1.27 -0.55  -0.244
C3 2.63 0.20 -1.21  -0.300
H5 3.72 0.37 1.98  0.274
H6 -0.29 -0.29 -1.00  0.698
C4 -1.67 1.01 -0.33  0.004
H7 0.36 -1.58 0.25  0.431
C5 -1.36 -0.30 -0.56  -0.210
N2 1.40 -0.32 -1.02  -0.362
C6 -2.92 1.37 0.31  -0.656
H8 4.52 0.96 -0.41  0.288
C7 -3.69 0.24 0.49  -0.102
C8 3.53 0.44 -0.17  -0.328
C9 3.12 -0.02 1.09  -0.142
C10 1.16 -0.84 0.15  -0.184
H9 -2.39 -2.29 -1.29  0.239
H10 -4.62 0.18 1.03  0.387

Each structure's energy above the most stable one, in eV: i 0.000; ii 0.775.

--- i ---
C9H8BrN3O2 | the ωB97M-V functional and the def2-TZVPD basis

Summary:
HOMO (hartree): -0.3018
HOMO-LUMO gap (eV): 8.30
SMILES string: CNC1=Nc2ccc(Br)cc2[C@@H]1[N+](=O)[O-]
LUMO level (eV): 0.09

Last column: Mulliken charge in e.
Positions of all 23 atoms, in Å:
O1 -0.77 1.93 1.57  -0.550
C1 3.28 -0.27 0.12  -0.187
C2 -3.44 0.67 -0.50  -0.883
H1 -2.99 -1.34 0.11  0.299
N1 -2.57 -0.54 -0.36  -0.218
H2 -4.45 0.41 -0.44  0.351
H3 -3.10 1.05 -1.50  0.276
C3 -1.31 -0.55 -0.12  0.486
N2 -0.69 2.02 0.39  1.065
C4 -0.45 0.73 -0.41  0.042
Br1 5.10 0.13 -0.35  -0.194
C5 0.90 0.08 0.04  0.214
O2 -0.65 3.03 -0.25  -0.601
C6 2.18 0.60 -0.12  -0.416
N3 -0.69 -1.54 0.39  -0.775
H4 -3.22 1.31 0.28  0.364
C7 3.02 -1.57 0.49  -0.244
C8 0.67 -1.25 0.36  -0.119
C9 1.76 -2.09 0.60  -0.656
H5 2.34 1.59 -0.37  0.592
H6 3.84 -2.29 0.49  0.356
H7 -0.28 0.92 -1.46  0.381
H8 1.52 -3.03 1.04  0.417

--- ii ---
C9H8BrN3O2 | the ωB97M-V functional and the def2-TZVPD basis

Summary:
HOMO (hartree): -0.3444
HOMO-LUMO gap (eV): 8.98
SMILES string: O=[N+]([O-])[C@@]1(Br)N=NC[C@H]1c1ccccc1
LUMO level (eV): -0.40

Last column: Mulliken charge in e.
Positions of all 23 atoms, in Å:
O1 2.52 -1.41 0.27  -0.573
O2 1.44 -1.74 2.05  -0.571
H1 1.33 2.74 -0.93  0.367
H2 -3.44 -2.05 -1.36  0.351
C1 -0.55 0.11 0.00  0.955
C2 1.67 0.43 1.35  0.579
N1 2.80 1.15 1.02  -0.329
H3 0.01 1.85 0.89  0.646
C3 -2.71 -0.77 0.07  -0.470
C4 -1.34 -1.43 -1.75  -0.667
H4 -3.73 -0.69 0.29  0.327
C5 -0.43 -0.58 -1.22  -0.108
H5 -2.12 0.74 1.50  0.391
C6 -2.52 -1.54 -1.07  -0.407
H6 1.65 1.30 -1.63  0.314
C7 -1.77 0.11 0.70  -0.647
C8 0.53 1.06 0.33  -0.411
N2 2.76 1.85 0.01  -0.283
N3 1.89 -1.02 1.22  1.007
Br1 0.99 0.73 3.20  -0.128
H7 -1.12 -1.93 -2.64  0.485
H8 0.70 -0.63 -1.62  0.073
C9 1.43 1.73 -0.68  -0.903

Each structure's energy above the most stable one, in eV: i 0.000; ii 2.126.

--- i ---
C4H3NS | the ωB97M-V functional and the def2-TZVPD basis

Summary:
HOMO (hartree): -0.3459
HOMO-LUMO gap (eV): 7.44
SMILES string: S=C1C=CN=C1
LUMO level (eV): -1.97

Last column: Mulliken charge in e.
Positions of all 9 atoms, in Å:
H1 -1.62 1.15 0.66  0.412
C1 0.48 -1.18 -0.14  -0.108
C2 -1.44 -1.00 0.87  -0.463
N1 -0.29 -1.87 0.58  -0.414
S1 1.01 1.57 -0.72  -0.231
C3 0.16 0.27 -0.24  0.334
C4 -1.15 0.22 0.47  -0.255
H2 -2.26 -1.23 1.49  0.402
H3 1.46 -1.73 -0.46  0.323

--- ii ---
C4H3NS | the ωB97M-V functional and the def2-TZVPD basis

Summary:
HOMO (hartree): -0.3350
HOMO-LUMO gap (eV): 7.55
SMILES string: N#C/C=C\C=S
LUMO level (eV): -1.56

Last column: Mulliken charge in e.
Positions of all 9 atoms, in Å:
C1 0.21 1.47 -1.01  0.019
C2 -0.88 -0.75 0.99  -0.183
H1 1.79 0.08 -1.07  0.323
H2 -1.02 -1.52 1.76  0.302
C3 0.38 -0.71 0.23  -0.152
C4 0.82 0.20 -0.65  -0.106
N1 -0.22 2.49 -1.30  -0.326
S1 -2.08 0.30 0.71  -0.200
H3 1.01 -1.56 0.34  0.323

Each structure's energy above the most stable one, in eV: i 0.437; ii 0.000.

--- i ---
C5H40N2O14 | the ωB97M-V functional and the def2-TZVPD basis

Summary:
HOMO (hartree): -0.3118
HOMO-LUMO gap (eV): 8.38
LUMO level (eV): -0.10

Last column: Mulliken charge in e.
Positions of all 61 atoms, in Å:
H1 -2.40 1.68 2.84  0.302
H2 -2.78 -3.03 1.13  0.426
H3 -0.25 -1.64 4.04  0.270
O1 -0.90 -3.72 -0.47  -0.644
C1 -3.19 -2.14 0.91  -1.656
O2 -2.25 1.30 3.69  -0.647
H4 1.35 2.54 2.95  0.286
O3 3.41 1.98 2.12  -0.652
H5 0.28 -1.17 -4.08  0.428
H6 -4.07 -1.96 1.53  0.389
O4 0.81 -2.62 -3.33  -0.727
C2 -2.41 -0.81 1.03  0.215
H7 2.12 1.81 -3.06  0.283
H8 0.25 3.18 -0.39  0.302
H9 -0.05 2.37 2.31  0.225
H10 -1.97 0.88 -4.20  0.301
H11 -1.42 -4.30 0.05  0.250
H12 1.09 3.01 -1.67  0.357
O5 2.56 -3.25 -0.46  -0.483
H13 -2.94 1.84 -2.35  0.418
H14 -2.40 2.57 -0.17  0.331
H15 4.00 1.81 1.47  0.262
C3 1.97 0.73 0.45  -0.675
O6 -2.28 1.71 -3.97  -0.698
H16 -2.44 3.91 0.44  0.276
C4 -0.47 0.42 0.08  2.286
O7 1.14 3.41 -0.71  -0.726
H17 -3.51 -2.47 -0.13  0.321
H18 -1.46 -1.10 -0.81  1.434
H19 -0.61 -1.80 0.28  -0.217
H20 0.52 -0.51 3.45  0.228
C5 -1.20 -0.87 0.06  -1.831
H21 -1.56 2.26 -3.74  0.329
O8 1.24 1.59 -2.81  -0.566
H22 1.98 1.84 0.39  0.857
H23 0.10 -3.78 -0.09  0.316
H24 3.34 -3.70 -0.65  0.259
H25 0.07 -2.95 -2.71  0.344
H26 0.10 0.23 -5.07  0.227
N1 3.03 0.19 0.00  -0.834
O9 0.03 -0.08 -4.30  -0.633
O10 0.45 -1.41 3.38  -0.564
H27 1.53 -2.51 -2.74  0.312
O11 0.50 2.12 3.02  -0.655
H28 0.80 -0.73 1.26  -0.182
H29 1.38 -3.72 2.71  0.310
H30 -0.94 1.34 0.59  -1.212
H31 -1.36 1.34 3.83  0.361
H32 -2.04 -0.74 2.02  0.241
H33 2.60 -3.34 0.51  0.293
O12 2.17 -3.40 2.27  -0.717
H34 -3.30 0.77 -1.30  0.254
H35 3.07 1.19 2.62  0.354
N2 0.73 0.22 0.91  0.846
O13 -3.20 1.75 -1.46  -0.747
H36 -3.01 0.02 0.63  0.171
H37 2.10 -2.47 2.61  0.306
O14 -1.98 3.14 0.32  -0.464
H38 -0.19 0.59 -1.09  -0.373
H39 2.87 -0.87 -0.14  0.292
H40 1.00 0.67 -3.14  0.244

--- ii ---
C5H40N2O14 | the ωB97M-V functional and the def2-TZVPD basis

Summary:
HOMO (hartree): -0.3136
HOMO-LUMO gap (eV): 8.56
LUMO level (eV): 0.03

Last column: Mulliken charge in e.
Positions of all 61 atoms, in Å:
C1 0.44 -0.26 0.04  0.793
H1 -1.82 -0.80 -1.53  0.305
H2 0.36 -3.53 -2.54  0.309
H3 0.30 -0.71 2.60  0.169
H4 2.84 1.41 3.50  0.286
H5 -2.38 1.66 -1.65  0.416
H6 -2.95 -0.67 1.03  0.300
H7 0.55 -2.42 1.99  0.134
H8 2.28 -0.30 0.95  0.073
H9 -0.73 0.05 -2.23  0.031
O1 -1.90 1.64 -2.52  -0.629
H10 -1.97 -1.50 1.77  -0.077
O2 3.15 -0.23 -3.86  -0.630
H11 4.05 0.94 2.70  0.332
H12 3.95 -2.15 0.11  0.314
C2 0.97 -1.43 2.13  -0.783
H13 -0.47 0.01 0.55  0.097
H14 -3.31 1.94 0.70  0.284
C3 0.71 2.22 0.22  -0.040
O3 4.49 -1.40 -0.17  -0.630
O4 4.40 1.82 0.94  -0.736
N1 1.53 -0.94 0.79  -0.087
H15 -2.54 1.62 -3.23  0.284
H16 -2.07 0.99 2.62  0.297
H17 -4.13 -0.76 -1.09  0.285
H18 -1.51 -3.68 2.98  0.314
O5 -3.27 2.10 -0.27  -0.667
H19 -2.32 -2.29 -2.60  0.398
O6 -2.87 1.43 3.04  -0.663
H20 1.92 -1.48 2.66  0.466
C4 0.92 1.06 -0.71  -1.221
H21 2.04 3.43 1.06  0.283
O7 -2.08 -3.33 3.68  -0.628
H22 3.17 0.71 -4.10  0.310
H23 0.22 3.02 -0.37  -0.544
O8 -3.88 -1.34 -0.37  -0.705
H24 0.04 4.99 -1.11  0.325
H25 -0.29 -2.19 -0.39  0.529
H26 0.37 1.17 -1.63  0.703
O9 -0.81 5.23 -0.72  -0.652
N2 -0.90 -0.95 -1.96  -0.596
H27 -2.26 -2.44 3.32  0.399
O10 3.34 0.62 3.27  -0.601
H28 1.89 0.65 -1.05  0.760
H29 -3.35 -2.07 -0.73  0.361
H30 2.20 -0.38 -3.92  0.304
H31 5.03 -1.18 0.61  0.303
H32 -2.64 1.79 3.90  0.272
H33 1.01 -1.57 -1.74  0.263
O11 2.08 2.75 0.37  -0.467
H34 3.65 1.26 0.74  0.366
H35 0.45 2.03 1.26  0.429
H36 -2.74 2.92 -0.13  0.295
H37 4.51 2.59 0.35  0.270
H38 -1.40 4.94 -1.43  0.319
O12 -0.02 -3.85 -1.72  -0.536
H39 -3.00 -3.63 -2.62  0.302
C5 0.13 -1.42 -1.01  -1.110
O13 -2.25 -0.58 1.71  -0.207
O14 -3.21 -2.69 -2.52  -0.714
H40 0.07 -4.81 -1.69  0.242

Each structure's energy above the most stable one, in eV: i 1.762; ii 0.000.